## P
135
Properties=species:S:1:pos:R:3:mulliken_charge:R:1 method="wB97M-V/def2-TZVPD" e_lumo_ev=-0.19 homo_energy_ev=-8.9 homo_lumo_gap_ev=8.8
H -0.007 0.385 -1.865 -0.487
H -1.036 -4.632 -1.193 0.123
C -0.180 -4.263 -1.758 0.336
C -3.150 2.918 -2.513 0.438
H 0.235 -4.692 1.616 -0.085
O -3.392 4.053 -1.716 -0.582
O 1.001 2.756 2.309 -0.083
H -0.363 1.640 -0.709 0.223
H 0.033 -1.741 1.133 -0.133
C 2.291 3.691 -4.433 -1.369
H 0.451 0.510 -5.509 0.204
H -3.925 -0.737 0.897 0.082
H -1.964 4.192 -3.921 0.482
O 3.953 2.377 -0.206 -0.513
H 2.052 0.046 3.011 -0.418
H -2.313 -1.171 1.437 -0.169
H 1.251 3.802 -4.740 0.298
O -0.615 -7.712 2.307 -0.587
H 0.749 -4.445 -1.216 0.227
H -6.444 3.520 0.061 0.282
H 2.618 -2.647 1.745 -0.155
H -3.724 0.803 -4.818 0.410
H 0.569 -1.242 4.257 0.093
C 2.540 2.977 -3.105 0.666
H 1.674 2.649 2.986 0.009
O 0.763 4.790 0.448 -0.548
C 2.968 0.016 3.601 0.355
O 2.102 -3.887 3.941 -0.449
H 4.028 -4.670 3.590 0.439
C -0.158 2.401 2.966 0.971
H 1.142 -6.700 2.760 0.185
H 0.711 -0.528 -4.154 -0.192
H 0.042 1.606 3.685 -0.026
H -2.647 -2.185 -0.914 -0.612
H -0.317 -6.146 3.613 0.207
H 0.590 -4.644 -3.775 0.323
C -3.613 2.497 1.130 -0.502
H 3.925 -3.039 3.860 0.330
C 3.299 -3.489 1.865 -0.549
C -0.552 5.151 0.030 0.714
C -0.172 -5.694 1.482 -0.700
O -0.091 -1.443 -5.829 -0.652
C -2.714 -0.692 -3.643 1.049
H -1.434 6.279 -1.549 0.346
H 1.379 0.229 0.289 -0.417
H 2.756 3.172 -5.272 0.343
H -0.241 -5.993 -2.884 0.430
C 2.985 1.007 4.804 -0.727
H 5.349 2.610 2.092 0.306
H 2.316 -0.466 -6.878 0.339
H -0.033 7.068 -0.777 0.389
H 3.442 2.879 0.434 0.207
H 3.868 0.715 0.908 -0.456
H -3.250 2.075 2.067 0.519
H -4.089 2.695 -3.019 0.455
H -5.519 3.187 1.882 0.377
H -3.628 -0.858 -3.072 0.495
H -1.620 -2.035 5.548 0.416
C 0.336 -0.085 0.255 1.236
H 3.809 0.231 2.941 0.267
H -1.142 -4.685 -3.706 0.277
H -0.119 0.189 1.207 -0.181
H -3.637 -2.173 2.007 0.429
H 2.190 0.758 5.507 0.350
O 2.789 2.357 4.431 -0.527
C -3.286 -1.579 1.163 -0.364
H -5.709 1.641 1.083 0.300
H -4.445 -3.865 0.247 0.383
H 2.262 -4.402 4.735 0.246
H 3.962 2.366 -2.044 0.488
C -2.034 3.180 -3.523 -0.780
C 0.830 -0.475 -5.236 0.652
H 2.717 2.887 5.229 0.254
C -0.245 -4.933 -3.138 -1.595
H 2.935 0.245 -5.452 0.286
O -0.369 -2.893 -2.001 0.083
H -1.463 0.256 -0.880 -0.342
H -1.230 -5.551 1.261 0.403
H -3.184 1.845 0.369 -0.373
H 0.808 3.983 0.966 0.330
H 0.224 4.064 4.300 0.348
H -1.973 -3.076 4.183 0.251
O -4.328 -3.124 -0.351 -0.608
H -1.534 -7.514 2.113 0.316
C 0.071 -6.522 2.667 -0.112
H 2.668 -1.520 -5.565 0.340
H -2.052 -0.011 -3.108 -0.602
H 3.897 0.994 5.402 0.412
O 0.264 -1.461 0.245 -0.520
O -2.096 -1.905 -3.917 -0.550
H -4.187 3.871 -1.210 0.273
O 0.160 -2.386 2.741 0.400
H 6.221 1.109 1.912 0.421
H -0.843 -1.461 -5.233 0.272
H 1.927 2.095 -2.923 -0.176
C -5.170 2.587 1.042 -0.537
O 3.896 2.656 -2.957 -0.642
C 3.359 -3.837 3.378 -0.611
C 4.612 1.335 0.408 0.559
H -2.342 -3.334 0.232 -0.877
C -0.417 0.564 -0.871 -0.036
C -0.361 -1.616 3.829 0.230
H -1.081 3.029 -3.016 -0.042
H 0.163 5.691 -1.936 0.198
H -0.518 -3.388 5.127 0.243
H -3.039 3.415 1.008 0.466
C -3.094 -2.579 -0.001 1.758
H 2.108 3.638 -2.353 0.131
H -1.138 4.274 -0.244 -0.321
H 6.503 2.291 0.733 0.387
C -1.163 -2.601 4.736 -1.319
C -3.079 -0.063 -4.972 -1.649
H -2.933 2.113 -1.811 -0.338
H -3.561 -0.794 -5.621 0.397
H 5.056 0.680 -0.341 0.409
H 2.888 -4.323 1.296 0.275
H 4.313 -3.248 1.544 0.441
H -2.040 2.429 -4.314 0.126
H -0.195 -2.411 -1.189 0.046
H 3.029 -1.015 3.950 0.000
H -2.232 0.354 -5.517 0.364
H -1.700 -2.283 -3.129 0.297
H -0.952 -0.775 3.465 0.169
C 5.702 1.889 1.354 -1.358
H -1.449 3.659 4.268 0.413
H -0.641 4.437 2.848 0.082
C -0.438 6.121 -1.135 -1.346
C 2.256 -0.537 -5.792 -1.336
H -0.920 1.977 2.312 -0.517
H 0.206 -6.097 0.543 0.398
H 0.838 -2.914 3.169 -0.356
C -0.559 3.692 3.640 -1.164
O -5.532 3.285 -0.122 -0.516
H 2.637 4.725 -4.406 0.374
H -1.094 5.573 0.876 0.257


## Q
135
Properties=species:S:1:pos:R:3:mulliken_charge:R:1 method="wB97M-V/def2-TZVPD" e_lumo_ev=0.19 homo_energy_ev=-9.5 homo_lumo_gap_ev=9.7
H 0.170 -3.143 2.367 -0.780
C 0.006 0.928 -0.520 0.790
H 2.403 -3.614 3.623 0.203
H -4.249 0.152 1.586 0.162
H -1.292 -0.753 0.109 -0.598
C -3.901 1.420 -1.561 0.438
O -3.081 0.256 -1.739 -0.301
H 2.408 -3.585 -2.632 0.158
C 3.976 3.064 -0.639 0.274
H 5.404 -0.928 2.608 0.467
C -3.602 0.077 2.459 -0.560
C -3.567 -3.161 -1.386 0.271
H -2.024 3.831 -0.113 -0.449
C -2.449 4.694 0.424 0.605
H 1.544 3.425 -5.389 0.284
H 1.330 -6.001 2.669 0.334
C 4.008 -0.634 0.983 0.911
O 1.331 1.296 -0.172 1.521
C 1.229 2.964 -3.488 0.414
H 4.785 -0.685 0.220 0.477
H 1.715 3.909 -3.216 0.326
H -1.885 5.551 0.038 0.467
H 4.555 -2.401 2.158 0.260
C -3.900 4.952 0.118 -1.311
H -2.097 1.272 3.524 0.221
C 0.426 -1.070 -4.158 0.809
O -3.959 -3.512 1.870 -0.613
C 0.628 -3.938 -1.537 -0.551
H -3.086 -3.151 4.256 0.276
H 0.854 -4.040 0.997 -0.077
H -1.992 -2.814 2.005 -0.784
H 3.664 -1.873 -4.043 0.232
H -3.994 5.160 -0.955 0.406
C -0.292 3.028 -3.395 -0.726
H 1.533 -2.514 1.450 -0.827
H 1.217 1.266 3.164 0.313
H 1.561 0.952 -5.542 0.284
O 3.450 -1.058 3.278 -0.484
H 1.469 3.449 4.034 0.391
H 0.472 -1.588 -6.232 0.387
O 1.617 2.648 -4.830 -0.595
C -4.864 -3.260 -2.166 -1.362
H 0.774 4.066 1.082 0.035
H -2.735 -2.940 -2.063 -0.075
H -0.721 2.098 -3.770 0.156
H -3.371 -4.102 -0.872 0.386
H 4.990 -1.747 -2.811 0.316
O 1.529 1.984 2.578 -0.291
O 0.734 -0.438 3.632 -0.211
H -0.653 3.804 -4.076 0.538
H -3.594 1.886 -0.624 -0.396
H 5.426 3.941 -1.933 0.388
H 1.055 5.272 2.335 0.532
H 2.361 4.274 1.892 0.365
H 2.908 -2.200 -1.101 -0.042
O 2.767 -0.420 -1.961 1.680
H -5.703 -3.465 -1.501 0.327
C 2.063 -4.175 2.750 -0.959
H -3.054 0.075 -2.686 0.116
C -2.770 1.326 2.668 1.556
H 4.008 5.883 -0.458 0.313
C 1.277 4.245 2.031 -1.134
C -2.510 -3.911 3.724 -1.271
H -4.282 5.815 0.660 0.330
H 2.551 -4.910 -1.451 0.368
H -5.561 0.215 -0.894 0.233
H 4.431 0.588 -2.527 0.268
H 0.398 -0.160 -3.554 -0.445
O 2.738 -3.049 -0.665 -0.331
C 0.463 -1.125 4.840 -0.073
C 3.643 -0.008 -3.003 0.112
H -0.307 -0.039 -5.946 0.306
C -0.962 -0.842 5.281 -0.962
C 0.529 -0.677 -5.633 -0.767
C 0.966 3.204 3.095 -0.035
C 1.095 -3.426 1.869 2.225
H -3.729 2.146 -2.362 0.415
H -5.077 -2.347 -2.724 0.236
C 4.390 -1.223 -3.553 -1.540
H -0.992 0.166 5.700 0.299
H -3.454 -1.275 -0.837 -0.078
H -0.656 3.268 -2.396 -0.095
H -0.472 -1.681 -4.039 0.299
H -1.620 -0.947 4.415 -0.091
O 1.729 0.046 -5.866 -0.560
H 3.726 2.264 -1.335 -0.340
O -3.648 -2.128 -0.399 -0.139
H 3.703 0.406 1.125 -0.335
C -0.229 -0.501 0.039 2.198
H 4.758 2.670 0.010 0.373
H 1.702 2.233 -2.831 -0.233
H 1.317 -1.608 -3.842 -0.408
H -5.964 1.938 -1.295 0.414
H 0.309 -1.217 -0.576 -0.614
H -2.088 -4.508 1.682 0.293
H 5.099 -0.847 -4.293 0.451
H 0.133 -2.993 -1.759 -0.270
H -2.696 3.762 2.097 0.218
H 2.932 -4.537 2.192 0.367
C 4.438 -1.324 2.280 -0.992
O -3.667 2.446 2.922 -0.681
H -0.108 3.130 3.276 0.071
H -1.366 -1.549 6.005 0.450
O 1.364 -5.300 3.326 -0.600
H -2.927 -4.855 4.089 0.392
O 4.803 5.349 -0.539 -0.531
H -4.053 2.329 3.795 0.339
O -2.206 4.559 1.813 -0.566
H -0.788 1.592 -0.166 -0.627
H 0.085 -0.520 1.086 -0.777
H 0.212 -4.338 -0.609 0.333
H 2.364 0.318 -1.480 -1.040
H 0.571 -2.212 4.738 0.063
H 3.872 4.521 -2.258 0.171
C 2.138 -3.916 -1.625 -0.357
H -2.239 1.592 1.754 -1.111
H 3.088 -1.097 0.616 -0.846
H -4.264 -0.096 3.311 0.515
C 4.525 4.278 -1.411 -0.607
H 1.598 -0.740 3.300 -0.035
H -3.922 -2.876 1.125 0.400
H 3.142 0.531 -3.805 0.088
H -1.477 -3.931 4.079 0.231
H -4.557 4.101 0.320 0.244
H -2.939 -0.786 2.370 -0.454
H -0.012 0.862 -1.608 -0.751
H 0.267 -4.651 -2.291 0.528
H -5.708 0.761 -2.559 0.358
C -2.601 -3.702 2.219 1.169
H 1.182 -0.797 5.602 0.355
H 1.326 1.571 0.759 -0.844
H 3.109 3.373 -0.061 -0.290
H -4.778 -4.103 -2.858 0.409
C -5.377 1.057 -1.560 -1.327
H 3.732 -0.274 3.758 0.240


Which is most stable, and by how much? Q, by 47.2 kcal/mol.